Record 1
The following is a quantum chemistry calculation of a structure of composition C34H59ClHoN2O2Si, from OMol25.

```
100
C34H59ClHoN2O2Si wB97M-V/def2-TZVPD
O -1.797 1.963 0.620
O -3.649 3.198 -1.468
C -2.704 1.715 1.758
C -2.071 2.027 3.087
H -2.991 0.655 1.695
H -3.601 2.314 1.556
H -1.149 1.455 3.242
H -2.759 1.763 3.891
H -1.839 3.088 3.184
C -0.869 3.094 0.751
C -1.597 4.412 0.812
H -0.207 3.032 -0.127
H -0.252 2.925 1.643
H -2.304 4.505 -0.019
H -0.862 5.222 0.736
H -2.132 4.521 1.759
C -3.387 3.515 -2.862
C -4.844 3.854 -0.969
C -2.176 4.401 -3.014
H -4.274 4.003 -3.305
H -3.250 2.557 -3.384
H -2.329 5.365 -2.510
H -2.014 4.593 -4.082
H -1.278 3.919 -2.608
C -4.757 5.364 -1.045
H -4.963 3.513 0.070
H -5.715 3.494 -1.552
H -3.837 5.743 -0.588
H -5.606 5.788 -0.503
H -4.809 5.705 -2.086
H -2.879 1.614 -0.913
N 1.500 -0.068 0.517
C 2.512 -0.861 0.104
C 2.636 -1.395 -1.187
C 1.870 -1.073 -2.313
C 3.635 -1.146 1.060
H 3.279 -1.315 2.084
H 4.361 -0.319 1.066
H 4.159 -2.047 0.720
C 2.383 -1.404 -3.680
H 2.583 -0.500 -4.272
H 1.682 -2.036 -4.238
H 3.325 -1.951 -3.577
N 0.662 -0.503 -2.203
C 1.730 0.808 1.634
C 1.233 0.470 2.913
C 0.543 -0.838 3.155
C 1.431 1.365 3.966
H 1.039 1.102 4.952
C 2.134 2.553 3.768
H 2.265 3.251 4.595
C 2.695 2.837 2.522
H 3.301 3.732 2.371
C 2.509 1.970 1.448
C 3.164 2.251 0.131
C -0.070 -0.054 -3.355
C -1.042 -0.900 -3.942
C -1.250 -2.306 -3.457
C -1.868 -0.373 -4.934
H -2.639 -1.014 -5.373
C -1.709 0.947 -5.361
H -2.374 1.355 -6.126
C -0.678 1.738 -4.846
H -0.512 2.751 -5.224
C 0.164 1.247 -3.853
C 1.266 2.092 -3.287
Ho -0.623 -0.133 -0.431
H -0.544 -0.773 2.999
H 0.683 -1.138 4.204
H 0.929 -1.648 2.528
H 2.508 2.057 -0.731
H 4.084 1.662 -0.009
H 3.449 3.311 0.093
H -1.593 -2.930 -4.297
H -2.032 -2.373 -2.683
H -0.340 -2.766 -3.055
H 2.198 1.530 -3.135
H 0.990 2.549 -2.320
H 1.486 2.926 -3.971
H 3.493 -2.040 -1.363
C -2.873 0.543 -1.374
Si -4.659 0.082 -1.821
H -2.223 0.526 -2.271
H -2.693 -0.289 -0.616
C -5.777 0.501 -0.381
C -4.726 -1.773 -2.035
C -5.289 0.807 -3.418
H -6.124 0.179 -3.761
H -4.533 0.803 -4.210
H -5.667 1.831 -3.313
H -5.578 -0.152 0.477
H -6.819 0.338 -0.686
H -5.698 1.537 -0.034
H -4.189 -2.319 -1.254
H -4.330 -2.075 -3.011
H -5.786 -2.062 -1.988
Cl -0.217 -2.920 0.091
C -1.690 -2.033 0.508
H -2.549 -2.559 0.081
H -1.762 -1.942 1.599
```

E_HOMO (spin up / spin down): -10.6 / -10.6 eV
charge: +1
LUMO level (spin up / spin down): -2.20 / -2.13 eV
HOMO-LUMO gap (spin up / spin down): 0.308 / 0.311 hartree
2S+1: 5

Löwdin population analysis, charges in e, atoms 1 to 6: -0.3411 -0.2590 -0.1961 -0.0504 0.1192 0.1186

Record 2
The following is a quantum chemistry calculation of a structure of composition C34H59ClInN2O2Si, from OMol25.

```
100
C34H59ClInN2O2Si wB97M-V/def2-TZVPD
O 1.200 2.813 0.896
O 6.362 1.160 2.680
C 1.747 3.778 -0.047
C 0.999 5.094 -0.057
H 1.628 3.291 -1.009
H 2.827 3.938 0.075
H -0.019 4.962 -0.438
H 1.556 5.797 -0.678
H 0.898 5.510 0.951
C 1.780 2.819 2.229
C 3.057 3.598 2.404
H 1.960 1.786 2.538
H 0.957 3.180 2.852
H 3.934 3.140 1.921
H 3.322 3.691 3.467
H 2.954 4.620 2.029
C 5.544 0.085 3.111
C 6.876 0.994 1.367
C 5.085 0.357 4.534
H 6.059 -0.901 3.085
H 4.671 0.048 2.431
H 5.927 0.596 5.180
H 4.577 -0.516 4.949
H 4.377 1.188 4.562
C 8.000 1.995 1.135
H 6.039 1.208 0.677
H 7.251 -0.032 1.174
H 7.656 3.016 1.303
H 8.380 1.947 0.113
H 8.845 1.798 1.802
H 2.562 -0.254 -1.128
N -1.355 0.251 -1.786
C -1.569 -0.831 -2.527
C -1.136 -2.120 -2.194
C -0.760 -2.634 -0.948
C -2.302 -0.657 -3.845
H -1.780 0.053 -4.508
H -3.341 -0.307 -3.701
H -2.345 -1.630 -4.354
C -0.585 -4.139 -0.850
H -1.452 -4.623 -0.366
H 0.320 -4.399 -0.282
H -0.496 -4.568 -1.856
N -0.612 -1.907 0.162
C -1.858 1.528 -2.166
C -1.024 2.432 -2.861
C 0.300 2.016 -3.412
C -1.436 3.753 -2.983
H -0.777 4.468 -3.489
C -2.673 4.165 -2.471
H -2.984 5.201 -2.576
C -3.515 3.243 -1.834
H -4.486 3.552 -1.434
C -3.127 1.917 -1.692
C -3.993 0.912 -0.999
C -0.776 -2.522 1.435
C 0.347 -2.787 2.252
C 1.736 -2.542 1.740
C 0.146 -3.307 3.534
H 1.017 -3.469 4.166
C -1.131 -3.611 3.981
H -1.273 -4.013 4.985
C -2.240 -3.415 3.157
H -3.238 -3.664 3.489
C -2.072 -2.881 1.874
C -3.252 -2.720 0.966
In -0.356 0.539 0.236
H 1.121 2.483 -2.850
H 0.398 2.353 -4.456
H 0.445 0.933 -3.396
H -4.237 0.054 -1.645
H -4.940 1.383 -0.707
H -3.520 0.540 -0.079
H 2.459 -2.749 2.545
H 1.878 -1.494 1.427
H 2.002 -3.194 0.887
H -3.142 -1.832 0.325
H -4.171 -2.597 1.554
H -3.397 -3.597 0.311
H -1.192 -2.852 -3.005
C 3.468 0.386 -1.083
Si 3.889 -1.012 -2.281
H 3.277 1.431 -1.369
H 3.855 0.394 -0.043
C 5.065 -0.088 -3.463
C 2.309 -1.604 -3.140
C 4.425 -2.374 -1.042
H 4.669 -1.931 -0.060
H 5.308 -2.970 -1.350
H 3.594 -3.085 -0.880
H 4.513 0.790 -3.854
H 5.449 -0.628 -4.339
H 5.948 0.294 -2.917
H 1.619 -0.769 -3.327
H 1.775 -2.327 -2.507
H 2.502 -2.110 -4.104
Cl -2.693 0.627 2.623
C -1.215 1.323 2.102
H -0.459 1.189 2.875
H -1.362 2.382 1.884
```

E_HOMO: -10.8 eV
charge: +1
LUMO level: -4.55 eV
HOMO-LUMO gap: 0.229 hartree
2S+1: 1

Löwdin population analysis, charges in e, atoms 1 to 6: -0.2576 -0.1703 -0.2590 -0.0482 0.0796 0.1126

no.,DFT total energy (eV)
1,-89485.60184
2,-68857.53794